Entry 1:
DFT (the ωB97M-V functional and the def2-TZVPD basis) results for a structure of composition C25H27BNO6PtS.

Computed properties:
Orbital gap (alpha / beta) = 5.09 / 5.09 eV
Strongest force on any atom = 4.651 eV/A
LUMO level (alpha / beta) = -5.9 / -5.9 eV
Energy relative to the best compared isomer or geometry (same formula, charge and spin) = 39.91 kJ/mol
Spin multiplicity = 1
HOMO (alpha / beta) = -11.03 / -11.03 eV
Charge = +1

Structure (XYZ):
```
62
Properties=species:S:1:pos:R:3:forces:R:3
Pt 0.17884 0.42779 3.13331 0.85 1.65 -0.57
C -0.25923 2.52066 4.15041 -0.10 0.17 0.06
C 0.96440 3.10986 3.79672 -0.25 -0.67 -0.49
C 2.12793 2.78472 4.49875 0.29 -0.30 0.44
C 2.07746 1.88821 5.55163 0.24 0.43 -0.17
C 0.86338 1.32219 5.93469 -0.52 -0.04 -0.03
C -0.30878 1.63542 5.25196 0.29 0.39 0.67
H -1.18403 2.87677 3.71309 0.04 -0.08 -0.08
H 0.99344 3.84451 3.00343 0.00 -0.07 -0.08
H 3.06642 3.25127 4.23412 0.00 0.01 -0.05
H 2.98057 1.64528 6.09349 0.01 0.00 0.03
H 0.82091 0.66469 6.79275 0.00 -0.04 -0.01
H -1.26535 1.28504 5.61546 0.00 -0.13 -0.13
C -2.42165 -2.06210 -2.78991 -0.01 -0.02 0.06
C -2.33852 -1.87743 -1.30544 0.01 0.00 0.00
C -2.11184 -0.61988 -0.74819 -0.20 -0.08 0.11
C -2.05730 -0.45536 0.62558 -0.06 0.16 0.03
C -2.22321 -1.56422 1.44002 0.42 -0.20 0.29
C -2.44707 -2.82682 0.91410 -0.01 -0.11 0.13
C -2.50848 -2.97465 -0.45863 -0.01 0.04 0.08
S -2.10371 -1.37697 3.19351 -2.50 1.56 0.59
O -2.21169 0.03975 3.49817 -0.75 -0.96 0.17
O -2.98597 -2.26699 3.86645 0.52 -0.56 -0.15
N -0.49454 -1.66727 3.51203 2.91 -0.01 -2.53
C 0.28036 -2.66464 3.18967 -3.62 -0.43 -0.72
C 2.25203 -2.07638 4.22360 4.03 1.30 1.93
O 2.74851 -3.07554 4.57869 -1.84 -0.26 -0.92
O 2.19394 -0.90980 4.08152 -0.72 -1.12 -0.38
H -2.15548 -1.14889 -3.31593 0.03 -0.01 -0.05
H -3.43565 -2.34785 -3.07435 0.00 0.01 -0.04
H -1.75447 -2.86403 -3.10614 0.02 0.01 -0.07
H -2.00642 0.24446 -1.39086 0.06 -0.01 -0.04
H -1.92027 0.52304 1.06678 0.04 0.01 -0.03
H -2.59779 -3.66743 1.57917 -0.02 -0.07 -0.04
H -2.70816 -3.95268 -0.87716 0.02 0.00 -0.03
H 0.81734 -2.62676 2.23764 1.18 0.53 0.62
H 0.00310 -3.66214 3.53204 0.32 -0.09 0.38
C 1.95408 0.77928 -5.57537 -0.10 0.14 0.11
C 0.74607 1.17951 -4.71121 -0.04 -0.19 -0.27
C -0.52971 0.52310 -5.27140 0.12 0.19 -0.01
C 0.58153 2.69718 -4.78356 0.05 -0.12 0.08
C 0.94179 0.66897 -3.28959 0.05 -0.22 0.15
C 1.13255 -0.70885 -3.08193 -0.08 0.30 -0.14
C 1.22416 -1.27856 -1.82285 0.11 0.00 0.43
C 1.14054 -0.42049 -0.74399 0.01 0.87 -0.71
O 1.15037 -0.67887 0.59733 0.17 -0.37 0.80
B 0.92749 0.54886 1.24292 -0.98 -1.43 -0.06
O 0.85540 1.54919 0.29602 0.01 0.85 0.91
C 0.97390 0.95091 -0.93212 0.15 -1.10 -0.30
C 0.88320 1.51763 -2.18528 -0.07 0.14 0.20
H 1.84880 1.19930 -6.57578 0.00 -0.02 -0.04
H 2.04941 -0.30099 -5.67083 0.02 -0.04 0.00
H 2.87147 1.16894 -5.13375 0.07 -0.01 -0.04
H -0.69473 0.83840 -6.30204 -0.01 0.01 -0.03
H -1.39473 0.82830 -4.67950 -0.06 -0.03 -0.01
H -0.46053 -0.56367 -5.25758 -0.02 -0.04 -0.01
H 0.41016 2.99778 -5.81651 0.01 -0.01 -0.03
H 1.48171 3.20388 -4.43427 0.00 0.08 0.03
H -0.27205 3.03913 -4.19743 -0.02 0.04 0.03
H 1.20587 -1.35575 -3.94459 -0.04 -0.06 0.00
H 1.35219 -2.34357 -1.68465 0.02 -0.02 -0.03
H 0.75203 2.58455 -2.28420 -0.03 0.03 -0.03
```
Positions in Å, forces in eV/Å.



Entry 2:
DFT (the ωB97M-V functional and the def2-TZVPD basis) results for the molecule CH2N2O2S.

Computed properties:
Orbital gap = 7.57 eV
Strongest force on any atom = 5.896 eV/A
LUMO level = -1.6 eV
Energy relative to the best compared isomer or geometry (same formula, charge and spin) = 511.86 kJ/mol
SMILES string = NC(=S)[N+](=O)[O-]
Spin multiplicity = 1
HOMO = -9.21 eV
Charge = 0

Structure (XYZ):
```
8
Properties=species:S:1:pos:R:3:forces:R:3
N 0.09739 -0.33264 0.00905 1.79 2.18 0.05
C 1.48119 -0.21258 0.02324 -1.84 -5.60 -0.11
S 2.32518 -1.64224 -0.01741 -0.13 1.26 -0.17
N 2.18905 1.05211 0.02395 0.60 0.14 -0.42
O 1.54881 2.06488 -0.07033 -0.73 0.80 0.19
O 3.38749 0.94514 0.03486 0.27 0.65 0.25
H -0.41505 0.34473 0.51914 -0.65 0.81 0.06
H -0.38463 -1.18444 -0.21953 0.68 -0.24 0.16
```
Positions in Å, forces in eV/Å.



Entry 3:
DFT (the ωB97M-V functional and the def2-TZVPD basis) results for the molecule C4H10N2O.

Computed properties:
Orbital gap = 10.27 eV
Strongest force on any atom = 4.746 eV/A
LUMO level = 0.8 eV
Energy relative to the best compared isomer or geometry (same formula, charge and spin) = 268.84 kJ/mol
SMILES string = CC[C@@H](N)C(N)=O
Spin multiplicity = 1
HOMO = -9.45 eV
Charge = 0

Structure (XYZ):
```
17
Properties=species:S:1:pos:R:3:forces:R:3
C -1.39705 -1.13576 -1.07665 1.88 -1.03 -4.23
C -0.38347 0.14057 -0.96135 -1.76 -0.02 0.28
C 0.72804 -0.08574 0.11026 1.45 0.49 0.17
N 2.14423 0.03038 -0.48702 -0.38 -2.27 1.57
C 0.63801 0.94644 1.23514 -0.43 1.18 -0.45
N -0.64769 1.04285 1.74665 -3.48 -0.24 2.56
O 1.47017 1.71906 1.59967 1.34 0.31 -0.30
H -1.92674 -1.20323 -2.15642 1.21 0.59 2.33
H -2.15206 -1.01881 -0.40870 -2.24 0.27 2.11
H -1.02757 -2.26697 -0.98819 0.06 2.74 0.14
H -0.04664 0.41786 -1.95887 0.93 -0.64 0.05
H -0.94990 1.15620 -0.74813 0.60 -2.43 0.12
H 0.52881 -0.97460 0.78608 0.21 -0.03 -1.47
H 2.19769 -0.51221 -1.35066 -0.53 0.24 -0.06
H 2.78424 -0.57807 0.11578 -0.99 1.45 -0.67
H -0.93454 0.33044 2.48624 0.59 1.15 -1.71
H -1.02552 1.99160 2.05616 1.54 -1.75 -0.46
```
Positions in Å, forces in eV/Å.



Entry 4:
DFT (the ωB97M-V functional and the def2-TZVPD basis) results for the molecule C5H6N4O.

Computed properties:
Orbital gap (alpha / beta) = 7.71 / 6.50 eV
Strongest force on any atom = 3.987 eV/A
LUMO level (alpha / beta) = -1.1 / -1.5 eV
Energy relative to the best compared isomer or geometry (same formula, charge and spin) = 633.13 kJ/mol
Spin multiplicity = 1
HOMO (alpha / beta) = -8.83 / -8.00 eV
Charge = 0

Structure (XYZ):
```
16
Properties=species:S:1:pos:R:3:forces:R:3
C -0.29353 -0.35465 1.64196 -0.32 -0.55 -0.66
C -0.72825 0.19477 2.82815 -0.67 -0.25 1.69
C 0.06093 0.77736 0.97282 1.91 -1.50 -3.16
C 1.04870 -0.93414 -1.81974 2.22 -1.58 0.41
C -0.29583 -0.81520 -2.81243 -0.50 1.28 1.86
N -0.64368 1.50195 2.89733 -0.26 0.68 -0.31
N 1.18438 -0.16285 -0.85288 -0.21 -1.58 -0.61
N -0.19803 1.86300 1.69438 0.30 -0.41 0.53
N 0.79951 0.82024 -0.23508 -0.97 1.75 0.00
O -1.13275 -0.00011 -2.25493 0.45 0.27 -0.97
H -0.30331 -1.35210 1.18057 0.08 0.59 0.76
H -1.10282 -0.20560 3.72361 -0.41 -1.16 0.72
H 1.80689 -1.78768 -2.15317 -1.49 2.17 1.10
H 0.36063 -0.47964 -3.69074 -1.17 -0.61 0.17
H -0.66823 -1.85350 -2.69087 0.68 -0.21 -1.02
H 0.10540 2.78815 1.57101 0.35 1.11 -0.51
```
Positions in Å, forces in eV/Å.